A structure of composition C40H110AsF6N10O10, computed with ωB97M-V/def2-TZVPD.

Summary:
**LUMO energy (spin up / spin down)**: 0.20 / -4.68 eV
**Multiplicity**: 2
**HOMO (spin up / spin down)**: -8.316 / -8.315 eV
**Frontier orbital gap (spin up / spin down)**: 0.313 / 0.134 hartree
**<S²>**: 0.755
**Total charge**: 0

Atoms and positions in Å:
As -15.076 26.616 -12.930
F -16.094 25.352 -13.651
F -15.100 27.450 -14.511
F -14.051 27.879 -12.095
F -15.128 25.711 -11.347
F -13.548 25.754 -13.385
F -16.533 27.465 -12.457
C -14.468 28.647 -7.412
C -13.310 28.623 -8.465
C -13.044 30.068 -9.110
O -14.191 30.894 -9.498
C -14.941 30.401 -10.593
N -12.136 28.132 -7.673
H -14.117 29.189 -6.533
H -14.787 27.725 -6.925
H -15.340 29.172 -7.803
H -13.554 27.888 -9.232
H -12.298 29.890 -9.885
H -12.522 30.583 -8.303
H -14.443 30.427 -11.562
H -15.833 31.017 -10.706
H -15.249 29.361 -10.495
H -11.250 28.255 -8.143
H -12.031 28.439 -6.716
C -12.162 25.341 -10.245
C -11.628 24.015 -10.852
C -11.243 23.041 -9.658
O -10.650 21.866 -10.243
C -10.375 20.788 -9.265
N -12.645 23.594 -11.681
H -13.102 25.207 -9.709
H -12.404 26.013 -11.068
H -11.463 25.669 -9.476
H -10.782 24.443 -11.390
H -12.201 22.886 -9.162
H -10.515 23.464 -8.967
H -9.651 20.135 -9.752
H -11.257 20.218 -8.974
H -9.920 20.991 -8.295
H -13.491 23.744 -11.149
H -12.794 24.279 -12.409
C -12.808 23.765 -16.676
C -12.861 22.925 -15.322
C -13.202 21.475 -15.607
O -13.383 20.734 -14.435
C -13.836 19.398 -14.615
N -11.611 23.116 -14.674
H -12.190 24.656 -16.786
H -13.798 24.195 -16.829
H -12.399 23.182 -17.501
H -13.675 23.328 -14.719
H -12.289 21.041 -16.014
H -14.060 21.298 -16.255
H -14.858 19.106 -14.368
H -13.196 18.633 -14.174
H -13.896 19.204 -15.686
H -10.958 22.687 -15.313
H -11.212 24.042 -14.738
C -14.759 20.576 -6.040
C -15.521 21.395 -7.084
C -14.785 22.602 -7.518
O -15.419 23.436 -8.576
C -16.272 24.461 -8.183
N -15.657 20.397 -8.214
H -14.699 21.212 -5.156
H -13.733 20.393 -6.360
H -15.176 19.573 -5.950
H -16.514 21.665 -6.725
H -13.872 22.231 -7.983
H -14.420 23.298 -6.763
H -17.143 23.967 -7.752
H -16.450 24.972 -9.129
H -15.711 25.251 -7.685
H -15.752 19.503 -7.753
H -14.703 20.366 -8.544
C -21.378 22.462 -17.324
C -20.819 23.505 -16.378
C -19.405 23.904 -16.760
O -18.629 22.854 -16.165
C -17.308 23.060 -16.611
N -21.599 24.674 -16.531
H -22.404 22.210 -17.056
H -20.861 21.512 -17.191
H -21.149 22.762 -18.347
H -20.929 23.076 -15.382
H -19.094 24.874 -16.372
H -19.189 23.872 -17.828
H -16.946 23.992 -16.174
H -17.235 23.035 -17.698
H -16.611 22.304 -16.250
H -21.203 25.530 -16.168
H -21.604 24.911 -17.513
C -20.000 27.931 -12.934
C -20.076 27.094 -14.250
C -19.186 27.743 -15.334
O -19.851 27.034 -16.460
C -19.219 27.328 -17.635
N -19.390 25.893 -13.920
H -18.957 28.171 -12.729
H -20.306 27.274 -12.119
H -20.678 28.777 -13.036
H -21.063 26.706 -14.501
H -18.101 27.651 -15.289
H -19.284 28.822 -15.448
H -19.544 26.631 -18.408
H -18.166 27.091 -17.483
H -19.254 28.356 -17.995
H -19.430 25.100 -14.545
H -18.393 26.027 -13.833
C -10.979 27.848 -13.610
C -10.470 26.591 -14.370
C -10.263 26.933 -15.887
O -9.789 25.842 -16.574
C -8.931 26.219 -17.754
N -9.251 26.254 -13.790
H -10.281 28.677 -13.718
H -11.121 27.516 -12.581
H -12.012 28.108 -13.840
H -11.113 25.712 -14.327
H -9.562 27.767 -15.922
H -11.212 27.200 -16.351
H -8.037 26.773 -17.470
H -9.545 26.714 -18.506
H -8.459 25.361 -18.234
H -8.756 25.782 -14.534
H -9.361 25.626 -13.006
C -16.485 22.251 -13.469
C -16.465 22.822 -12.074
C -17.940 23.369 -11.793
O -18.826 22.291 -11.923
C -20.143 22.702 -12.225
N -16.150 21.965 -10.918
H -15.630 22.684 -13.988
H -17.371 22.437 -14.077
H -16.418 21.163 -13.456
H -15.779 23.669 -12.047
H -18.094 24.189 -12.494
H -18.034 23.769 -10.784
H -20.651 21.833 -12.646
H -20.153 23.462 -13.006
H -20.664 23.074 -11.344
H -15.879 22.726 -10.311
H -15.212 21.684 -11.165
C -19.031 25.817 -4.666
C -17.983 26.443 -5.628
C -18.654 26.804 -7.002
O -17.604 27.388 -7.778
C -17.984 27.930 -9.019
N -17.517 27.723 -5.129
H -18.681 25.881 -3.636
H -19.374 24.813 -4.917
H -19.966 26.368 -4.757
H -17.163 25.733 -5.735
H -19.493 27.493 -7.107
H -19.076 25.887 -7.413
H -17.071 27.985 -9.612
H -18.460 28.888 -8.809
H -18.737 27.350 -9.553
H -17.101 28.154 -5.941
H -18.309 28.342 -5.028
C -13.992 30.765 -15.688
C -15.135 31.268 -16.558
C -14.623 32.219 -17.691
O -14.116 33.454 -17.153
C -13.770 34.376 -18.135
N -15.764 30.099 -17.166
H -14.349 30.077 -14.921
H -13.740 31.567 -14.994
H -13.168 30.419 -16.311
H -15.854 31.786 -15.924
H -15.455 32.399 -18.372
H -13.841 31.626 -18.165
H -13.010 34.084 -18.860
H -13.365 35.288 -17.696
H -14.693 34.688 -18.625
H -16.712 30.229 -17.488
H -15.811 29.473 -16.374

=====

A structure of composition C40H110F3MnN8O14, computed with ωB97M-V/def2-TZVPD.

Summary:
**LUMO energy (spin up / spin down)**: -2.39 / -2.81 eV
**Relative energy (zero: lowest compared OMol25 entry of this formula, charge and spin)**: 0.0 kcal per mole
**Multiplicity**: 6
**HOMO (spin up / spin down)**: -10.657 / -10.657 eV
**Frontier orbital gap (spin up / spin down)**: 0.304 / 0.288 hartree
**<S²>**: 8.754
**Total charge**: +1

Atoms and positions in Å:
Mn 2.045 2.390 -3.581
C 0.327 0.976 -1.132
O 1.067 1.241 0.066
O 1.035 1.365 -2.169
C -0.074 -0.508 -1.236
F -1.247 -0.712 -0.582
F -0.280 -0.908 -2.494
F 0.792 -1.372 -0.688
C 0.460 0.918 1.326
C 0.955 1.909 2.376
H 1.925 1.600 2.776
H 1.196 2.850 1.881
H 0.202 1.966 3.155
H 0.672 -0.137 1.524
H -0.629 1.035 1.264
H -0.639 1.519 -1.053
C -1.369 -4.236 -3.086
O -1.837 -3.563 -4.227
H -0.601 -3.639 -2.570
H -2.165 -4.385 -2.342
H -0.948 -5.209 -3.327
H -2.582 -3.012 -3.945
C 4.625 1.995 1.156
O 3.660 2.145 0.131
H 4.277 2.403 2.111
H 4.861 0.942 1.334
H 5.526 2.518 0.847
H 2.839 1.656 0.326
C -1.404 3.969 0.783
O -1.942 5.209 0.345
H -0.504 4.152 1.373
H -2.121 3.337 1.310
H -1.124 3.447 -0.135
H -2.401 5.618 1.086
C -1.852 -0.410 -5.469
O -1.565 0.464 -6.575
H -2.820 -0.165 -5.030
H -1.816 -1.463 -5.737
H -1.118 -0.250 -4.668
H -2.171 1.206 -6.508
C -3.038 1.939 -2.683
C -4.373 2.251 -2.072
C -4.354 2.189 -0.564
O -5.598 2.675 -0.105
C -5.588 3.063 1.229
N -4.847 3.557 -2.603
H -2.271 2.606 -2.270
H -2.972 2.061 -3.769
H -2.708 0.900 -2.586
H -5.146 1.591 -2.486
H -3.584 2.899 -0.213
H -4.120 1.213 -0.121
H -4.796 3.808 1.421
H -5.372 2.298 1.992
H -6.558 3.486 1.479
H -5.572 3.873 -1.954
H -4.143 4.271 -2.376
C -1.886 3.193 5.751
C -2.367 2.774 4.386
C -2.414 1.261 4.226
O -2.735 0.970 2.878
C -2.653 -0.397 2.596
N -3.641 3.443 4.006
H -1.050 2.553 6.050
H -2.631 3.090 6.547
H -1.546 4.227 5.768
H -1.613 3.122 3.667
H -3.130 0.811 4.928
H -1.404 0.891 4.469
H -2.784 -0.545 1.523
H -3.416 -1.023 3.076
H -1.675 -0.807 2.884
H -4.009 2.880 3.243
H -4.228 3.227 4.812
C -1.090 -1.996 8.771
C -0.335 -0.793 8.229
C 0.278 -1.075 6.890
O 0.760 0.131 6.298
C 1.593 -0.155 5.200
N -1.173 0.417 8.134
H -0.380 -2.756 9.109
H -1.719 -2.459 8.004
H -1.734 -1.753 9.615
H 0.446 -0.549 8.960
H -0.528 -1.423 6.212
H 1.059 -1.841 6.845
H 1.968 0.781 4.787
H 1.142 -0.643 4.323
H 2.434 -0.708 5.629
H -1.428 0.596 7.171
H -2.025 0.286 8.665
C 1.899 5.553 -0.717
C 1.540 4.470 -1.713
C 0.810 5.011 -2.912
O 0.439 3.864 -3.707
C -0.454 4.102 -4.762
N 2.802 3.800 -2.210
H 2.557 6.296 -1.183
H 2.410 5.138 0.152
H 1.025 6.097 -0.353
H 0.967 3.702 -1.198
H 1.427 5.687 -3.517
H -0.104 5.538 -2.628
H 0.015 4.668 -5.577
H -1.347 4.646 -4.447
H -0.755 3.137 -5.167
H 3.250 3.372 -1.381
H 3.441 4.552 -2.470
C 1.958 -1.138 -6.266
C 2.009 -0.220 -5.048
C 3.439 -0.135 -4.553
O 3.499 0.775 -3.465
C 4.831 1.018 -3.013
N 1.492 1.130 -5.416
H 2.457 -0.642 -7.106
H 0.926 -1.257 -6.612
H 2.342 -2.145 -6.116
H 1.340 -0.595 -4.273
H 4.095 0.193 -5.370
H 3.726 -1.148 -4.259
H 5.166 0.197 -2.376
H 4.887 1.943 -2.446
H 5.537 1.098 -3.848
H 2.131 1.466 -6.138
H 0.573 1.010 -5.845
C 7.409 -2.203 1.487
C 6.507 -2.763 0.391
C 5.902 -1.658 -0.468
O 4.918 -2.106 -1.378
C 3.696 -2.396 -0.748
N 7.360 -3.671 -0.452
H 7.804 -3.058 2.030
H 6.864 -1.513 2.133
H 8.252 -1.651 1.062
H 5.796 -3.446 0.857
H 6.705 -1.197 -1.050
H 5.515 -0.867 0.198
H 3.395 -1.575 -0.086
H 3.704 -3.352 -0.216
H 2.893 -2.457 -1.484
H 6.763 -4.022 -1.200
H 8.008 -3.063 -0.955
C -7.086 -4.830 -4.234
C -5.702 -4.217 -4.383
C -5.516 -3.181 -3.273
O -4.273 -2.535 -3.405
C -3.888 -1.800 -2.280
N -4.718 -5.311 -4.327
H -7.886 -4.089 -4.153
H -7.146 -5.462 -3.347
H -7.316 -5.426 -5.116
H -5.569 -3.745 -5.358
H -5.513 -3.743 -2.324
H -6.388 -2.516 -3.277
H -4.529 -0.934 -2.061
H -2.847 -1.497 -2.334
H -4.005 -2.415 -1.370
H -4.639 -5.654 -3.367
H -3.781 -4.916 -4.443
C 3.374 -2.746 3.575
C 2.545 -3.996 3.936
C 1.682 -4.406 2.751
O 1.072 -3.237 2.213
C 0.024 -3.529 1.315
N 3.366 -5.130 4.304
H 3.866 -2.339 4.462
H 2.624 -1.972 3.382
H 4.018 -2.928 2.720
H 1.871 -3.706 4.747
H 0.887 -5.063 3.118
H 2.274 -4.906 1.973
H -0.462 -2.570 1.140
H -0.704 -4.235 1.725
H 0.415 -3.894 0.358
H 4.027 -4.911 5.032
H 3.803 -5.608 3.532

=====

no.,strongest force on any atom (eV/A)
1,3.906
2,1.981